Record 1
{
  "formula": "C38H55BHfN10O2S5",
  "method": "ωB97M-V/def2-TZVPD",
  "charge": 2,
  "multiplicity": 1,
  "energy_ev": -115449.28479,
  "gap_ev": 6.760,
  "symbols": ["Hf", "C", "C", "C", "C", "N", "N", "B", "N", "N", "C", "C", "C", "C", "C", "S", "C", "C", "C", "C", "N", "N", "C", "C", "C", "C", "C", "S", "C", "C", "C", "C", "C", "S", "C", "C", "C", "C", "H", "H", "H", "H", "H", "H", "H", "H", "H", "H", "H", "H", "H", "H", "H", "H", "H", "H", "H", "H", "H", "H", "H", "H", "H", "H", "H", "H", "H", "H", "H", "H", "H", "H", "H", "H", "H", "H", "H", "C", "C", "S", "C", "C", "S", "H", "H", "H", "H", "H", "H", "N", "C", "N", "O", "H", "H", "H", "H", "N", "C", "O", "C", "C", "C", "C", "N", "C", "H", "H", "H", "H", "H", "H"],
  "xyz": [[-0.929, -1.972, -2.737], [-2.883, 2.587, -2.428], [-2.257, 2.297, -1.120], [-2.686, 2.861, 0.035], [-2.071, 2.556, 1.246], [-1.162, 1.601, 1.337], [-0.741, 1.032, 0.177], [0.394, 0.043, 0.516], [0.767, 0.231, 2.063], [1.331, 1.178, 2.791], [1.297, 0.964, 4.128], [0.692, -0.202, 4.685], [0.145, -1.167, 3.906], [-0.416, -2.459, 4.438], [0.176, -0.866, 2.514], [-0.379, -1.684, 1.110], [1.906, 1.961, 5.075], [2.389, 3.201, 4.346], [3.146, 1.309, 5.810], [0.918, 2.478, 6.104], [1.664, 0.193, -0.345], [2.091, 1.461, -0.108], [3.164, 1.905, -0.714], [3.863, 1.002, -1.577], [3.376, -0.240, -1.848], [4.006, -1.152, -2.832], [2.180, -0.646, -1.233], [1.480, -2.163, -1.635], [3.708, 3.307, -0.408], [2.706, 4.078, 0.489], [5.075, 3.182, 0.284], [3.918, 4.065, -1.710], [-1.164, 1.363, -1.039], [-0.489, 0.668, -2.506], [-2.337, 3.366, 2.523], [-3.821, 3.755, 2.620], [-1.822, 2.615, 3.749], [-1.456, 4.630, 2.381], [-3.797, 3.144, -2.335], [-3.127, 1.688, -2.970], [-2.118, 3.077, -3.023], [-3.511, 3.578, 0.007], [0.601, -0.392, 5.770], [-0.437, -2.541, 5.523], [0.183, -3.325, 4.135], [-1.445, -2.552, 4.064], [3.237, 2.991, 3.729], [2.656, 4.014, 5.019], [1.604, 3.598, 3.696], [3.975, 1.109, 5.096], [2.975, 0.391, 6.352], [3.513, 2.047, 6.498], [0.049, 2.936, 5.657], [1.359, 3.239, 6.765], [0.558, 1.700, 6.791], [4.755, 1.312, -2.101], [4.988, -0.865, -3.128], [3.318, -1.177, -3.683], [4.068, -2.144, -2.427], [2.566, 3.623, 1.486], [1.684, 4.068, 0.048], [3.033, 5.072, 0.652], [5.063, 2.659, 1.204], [5.465, 4.198, 0.451], [5.783, 2.642, -0.346], [2.969, 4.209, -2.267], [4.594, 3.541, -2.385], [4.350, 5.050, -1.549], [-4.502, 2.887, 2.560], [-4.142, 4.420, 1.828], [-4.052, 4.260, 3.544], [-2.201, 1.614, 3.864], [-2.084, 3.206, 4.605], [-0.745, 2.560, 3.644], [-1.721, 5.172, 1.446], [-0.376, 4.358, 2.385], [-1.655, 5.322, 3.240], [-5.576, -1.629, -1.173], [-4.368, -1.842, -2.006], [-2.809, -1.455, -1.238], [-4.398, -2.216, -3.321], [-5.612, -2.685, -4.056], [-2.881, -2.385, -4.226], [-5.886, -0.570, -1.201], [-5.337, -1.869, -0.106], [-6.382, -2.270, -1.457], [-6.493, -2.722, -3.397], [-5.516, -3.682, -4.428], [-5.835, -2.025, -4.885], [-0.577, -3.775, -6.303], [-0.329, -2.533, -5.838], [-0.293, -1.476, -6.618], [-0.020, -2.395, -4.604], [-0.936, -3.941, -7.222], [-0.858, -4.451, -5.626], [-0.655, -1.491, -7.562], [-0.039, -0.610, -6.202], [2.463, -6.712, -3.302], [1.318, -7.305, -2.858], [1.081, -8.502, -2.903], [0.256, -6.368, -2.306], [-0.709, -6.903, -1.475], [-1.723, -6.088, -1.005], [-1.736, -4.777, -1.371], [-0.775, -4.243, -2.149], [0.234, -5.016, -2.624], [3.231, -7.242, -3.650], [2.726, -5.811, -2.875], [-0.696, -7.976, -1.254], [-2.505, -6.460, -0.330], [-2.524, -4.093, -1.078], [0.941, -4.508, -3.286]]
}

Record 2
{
  "formula": "C38H55BrN2O6PSV",
  "method": "ωB97M-V/def2-TZVPD",
  "charge": 3,
  "multiplicity": 2,
  "energy_ev": -171392.67607,
  "gap_ev": [4.480, 5.175],
  "symbols": ["V", "C", "O", "C", "C", "O", "C", "C", "O", "C", "H", "H", "H", "H", "H", "H", "H", "H", "H", "H", "H", "H", "H", "H", "C", "C", "C", "C", "P", "C", "C", "C", "C", "C", "C", "C", "C", "C", "C", "H", "H", "H", "H", "H", "H", "H", "H", "H", "H", "H", "H", "H", "H", "H", "H", "H", "H", "H", "H", "H", "H", "H", "Br", "C", "C", "C", "C", "C", "C", "C", "O", "O", "H", "H", "H", "H", "C", "C", "C", "N", "C", "S", "N", "C", "O", "C", "C", "C", "C", "C", "C", "H", "H", "H", "H", "H", "H", "H", "H", "H", "H", "H", "H", "H", "H"],
  "xyz": [[-0.155, 0.561, -2.001], [0.790, 2.153, -4.525], [-0.309, 1.618, -3.716], [-1.558, 2.294, -4.021], [-2.630, 1.621, -3.194], [-2.076, 1.185, -1.923], [-2.217, 2.143, -0.798], [-1.191, 3.227, -0.965], [0.034, 2.542, -1.297], [1.223, 3.345, -1.056], [0.643, 1.805, -5.545], [1.712, 1.759, -4.106], [0.757, 3.239, -4.440], [-1.751, 2.165, -5.089], [-1.415, 3.352, -3.795], [-3.012, 0.711, -3.654], [-3.471, 2.288, -3.003], [-2.001, 1.559, 0.094], [-3.254, 2.476, -0.775], [-1.085, 3.744, -0.008], [-1.418, 3.960, -1.744], [1.253, 3.606, 0.000], [1.184, 4.227, -1.697], [2.086, 2.730, -1.303], [0.028, -4.202, -3.593], [-0.339, -3.005, -2.700], [-1.850, -2.759, -2.809], [0.004, -3.301, -1.237], [0.478, -1.463, -3.360], [0.067, -1.386, -5.111], [-1.108, -0.785, -5.556], [-1.466, -0.827, -6.894], [-0.646, -1.478, -7.806], [0.517, -2.100, -7.375], [0.873, -2.060, -6.037], [2.330, -1.290, -3.115], [3.043, -2.646, -2.979], [2.485, -0.498, -1.812], [3.021, -0.470, -4.233], [-0.568, -5.049, -3.247], [1.074, -4.488, -3.511], [-0.220, -4.037, -4.639], [-2.358, -3.626, -2.383], [-2.187, -2.657, -3.840], [-2.178, -1.886, -2.234], [-0.196, -4.358, -1.054], [-0.647, -2.747, -0.566], [1.040, -3.123, -0.955], [-1.778, -0.314, -4.850], [-2.386, -0.367, -7.226], [-0.921, -1.514, -8.851], [1.148, -2.624, -8.079], [1.774, -2.567, -5.724], [2.630, -3.290, -2.208], [4.084, -2.446, -2.719], [3.044, -3.192, -3.920], [2.152, -1.012, -0.914], [1.975, 0.506, -1.845], [3.526, -0.196, -1.672], [2.527, -0.493, -5.199], [4.026, -0.868, -4.373], [3.153, 0.572, -3.937], [0.526, -2.493, 3.662], [-1.073, -2.096, 2.787], [-2.255, -2.562, 3.352], [-3.474, -2.313, 2.749], [-3.549, -1.610, 1.547], [-2.388, -1.148, 0.971], [-1.145, -1.366, 1.584], [0.079, -0.868, 1.009], [1.217, -0.846, 1.200], [-0.256, -0.227, -0.532], [-2.209, -3.134, 4.267], [-4.377, -2.683, 3.217], [-4.504, -1.442, 1.071], [-2.437, -0.637, 0.023], [3.356, 1.098, 7.272], [2.417, 0.769, 6.120], [2.092, 2.015, 5.316], [1.295, 1.697, 4.119], [0.265, 2.335, 3.586], [-0.088, 2.183, 1.909], [-0.510, 3.166, 4.326], [-0.820, 3.256, 5.727], [-1.147, 4.331, 6.138], [-0.814, 2.025, 6.555], [-0.499, 2.166, 7.905], [-0.534, 1.062, 8.739], [-0.917, -0.174, 8.234], [-1.258, -0.306, 6.895], [-1.195, 0.789, 6.045], [3.537, 0.222, 7.891], [2.927, 1.869, 7.914], [4.321, 1.458, 6.914], [1.490, 0.333, 6.497], [2.877, 0.027, 5.460], [3.004, 2.509, 4.968], [1.555, 2.734, 5.927], [1.721, 1.035, 3.485], [-1.003, 3.866, 3.788], [-0.233, 3.141, 8.289], [-0.280, 1.164, 9.785], [-0.963, -1.031, 8.891], [-1.573, -1.268, 6.521], [-1.471, 0.690, 5.002]]
}